#one
Here is a 3-piece molecular cluster, C5H16N2O overall from the OMol25 dataset. Energies are from ωB97M-V/def2-TZVPD.

The geometry in XYZ format:
```
24
Properties=species:S:1:pos:R:3
N 0.40986 -1.51947 -0.68944
C 1.02928 -0.32965 -0.88671
C 0.25559 0.95358 -0.15124
C -1.18904 1.49894 -0.42503
C -1.82249 1.92340 0.88260
C 0.72900 0.59745 -1.91380
N 2.45611 -2.06575 1.41604
H 1.61216 -1.91596 0.86205
H 0.17820 -1.96830 -1.55965
H 2.06248 -0.22598 -0.55415
H 0.10436 0.44248 0.81815
H 0.87018 1.80580 0.08922
H -1.82534 0.72335 -0.85659
H -1.08585 2.27887 -1.19365
H -1.28994 2.78539 1.29464
H -2.81444 2.33567 0.70825
H -1.83130 1.10836 1.58604
H 1.64227 0.74347 -2.49201
H -0.21137 0.59794 -2.43569
H 2.94088 -2.91069 1.16972
H 2.28691 -2.05797 2.40399
H -1.88062 -2.17488 1.02072
H -0.88749 -1.36072 0.16457
O -1.73943 -1.26533 0.74197
```

Output
HOMO-LUMO gap   7.7 eV
Net charge   0
HOMO   -8.25 eV

#two
Here is a 2-piece molecular cluster, C5H16N2O overall from the OMol25 dataset. Energies are from ωB97M-V/def2-TZVPD.

The geometry in XYZ format:
```
24
Properties=species:S:1:pos:R:3
C -0.60230 2.96890 1.01660
N -0.33671 1.57424 1.40865
C -1.26933 0.78196 0.58808
C -0.81581 -0.71545 0.73258
C -0.30385 -1.24218 -0.54311
N 0.03022 -2.64049 -0.34948
C 0.60406 -3.23804 -1.54550
H -0.12789 3.59239 1.79301
H -1.68654 3.17145 1.01664
H -0.19073 3.25636 0.03447
H 0.61372 1.45342 1.03598
H -2.27400 0.78820 1.05289
H -1.39094 1.04658 -0.47992
H -1.73898 -1.24556 1.03621
H -0.05662 -0.88342 1.52052
H -1.12175 -1.22315 -1.28884
H 0.49728 -0.56935 -0.90501
H 0.58349 -2.81778 0.49860
H 0.15622 -4.24571 -1.51980
H 1.70146 -3.33953 -1.50080
H 0.33382 -2.75720 -2.50068
O 2.22274 1.79847 -0.24700
H 2.09050 2.41541 -1.00209
H 3.08195 2.07047 0.14800
```

Output
HOMO-LUMO gap   8.9 eV
SMILES   CNCCCNC.O
Net charge   0
HOMO   -8.38 eV

#three
Here is a 2-piece molecular cluster, C5H16N2O overall from the OMol25 dataset. Energies are from ωB97M-V/def2-TZVPD.

The geometry in XYZ format:
```
24
Properties=species:S:1:pos:R:3
C 0.56416 -2.34318 1.82058
C 0.37691 -0.84715 2.13359
C 0.20673 0.05283 0.86716
C 1.15505 1.25548 0.90886
N -1.21274 0.31694 0.72071
C -1.70340 0.55023 -0.68070
N -2.65043 1.67552 -0.66924
H 1.01974 -2.76701 2.71778
H -0.50154 -2.62520 1.73334
H 1.10589 -2.67440 0.96953
H -0.29418 -0.51739 2.99570
H 1.44472 -0.48240 2.53499
H 0.43751 -0.54111 -0.04409
H 1.32860 1.65254 1.92128
H 2.11649 1.14600 0.41078
H 0.73930 2.09272 0.35206
H -1.49856 1.14061 1.31102
H -0.74991 0.74065 -1.37384
H -2.33303 -0.24779 -1.25562
H -2.07498 2.38423 -0.40669
H -3.45421 1.66275 -0.15044
O 1.76139 -0.26376 -5.84871
H 2.32540 -0.01184 -5.09101
H 1.89108 -1.34928 -5.87704
```

Output
HOMO-LUMO gap   9.2 eV
SMILES   CC[C@H](C)NCN.O
Net charge   0
HOMO   -8.54 eV

#four
Here is a 2-piece molecular cluster, C5H16N2O overall from the OMol25 dataset. Energies are from ωB97M-V/def2-TZVPD.

The geometry in XYZ format:
```
24
Properties=species:S:1:pos:R:3
C -1.50779 2.44273 0.71841
C -0.68470 2.00232 -0.50472
N -0.25976 0.61384 -0.42378
C 0.65389 0.24746 -1.52434
C 1.15419 -1.22509 -1.30738
N 1.96067 -1.33055 -0.11334
C 1.28727 -2.00286 1.02874
H -2.24478 3.14775 0.38389
H -1.88618 1.61877 1.36696
H -0.88174 2.95465 1.42678
H -1.28617 2.28564 -1.34910
H 0.21863 2.70417 -0.58980
H 0.24112 0.39194 0.42635
H 0.12156 0.40194 -2.45402
H 1.52949 0.95491 -1.49304
H 1.80296 -1.49829 -2.14769
H 0.20472 -1.79443 -1.38045
H 2.48767 -0.50452 0.05854
H 1.08751 -3.02621 0.73302
H 0.32360 -1.52905 1.26223
H 1.99669 -2.09624 1.93981
O -2.07625 -0.81653 1.64839
H -2.73006 -1.34981 1.18451
H -1.75103 -0.19495 0.97516
```

Output
HOMO-LUMO gap   9.4 eV
SMILES   CCNCCNC.O
Net charge   0
HOMO   -8.43 eV

Which of them is most stable, and which least? Most stable: #four; least stable: #one.

#one
Here is a 2-piece molecular cluster, C5H16N2O overall from the OMol25 dataset. Energies are from ωB97M-V/def2-TZVPD.

The geometry in XYZ format:
```
24
Properties=species:S:1:pos:R:3
C 1.95451 -0.55652 -1.79130
C 1.28487 -0.81641 -0.46118
N 0.23829 0.18888 -0.15176
C -0.10938 0.12399 1.28489
C 0.84405 0.97622 2.13948
C -1.60321 0.57959 1.46516
N -2.50491 0.59005 0.37652
H 2.77543 0.16244 -1.75624
H 1.19815 -0.09268 -2.42661
H 2.26786 -1.48044 -2.27035
H 0.74410 -1.76467 -0.58791
H 1.83570 -0.98656 0.46980
H 0.38983 1.12609 -0.49883
H -0.04966 -0.93721 1.52768
H 1.40269 0.43365 2.90867
H 1.64854 1.34650 1.50049
H 0.28895 1.76806 2.63464
H -1.97866 0.05182 2.34497
H -1.55572 1.61870 1.82127
H -2.26137 1.21107 -0.37661
H -2.74556 -0.32137 0.01641
O -1.51928 -1.39941 -2.57959
H -1.26237 -0.60568 -2.08975
H -1.28288 -1.21613 -3.49985
```

Output
HOMO-LUMO gap   9.5 eV
SMILES   CCN[C@@H](C)CN.O
Net charge   0
HOMO   -8.64 eV

#two
Here is a 2-piece molecular cluster, C5H16N2O overall from the OMol25 dataset. Energies are from ωB97M-V/def2-TZVPD.

The geometry in XYZ format:
```
24
Properties=species:S:1:pos:R:3
C 1.33866 2.65433 -1.07957
C 0.26542 1.62250 -0.60949
C -0.46352 0.69217 -1.63663
C 0.94365 0.63736 0.36897
N -0.14487 -0.06489 1.11519
C 0.38122 -0.81050 2.28542
N -0.64916 -1.07554 3.22189
H 2.29056 2.33296 -0.67587
H 1.39303 2.58201 -2.18820
H 1.10276 3.69405 -0.83392
H -0.54855 2.17587 -0.14873
H -0.61370 0.98946 -2.67234
H -1.52292 0.49638 -1.30630
H -0.14721 -0.32230 -1.94647
H 1.57486 -0.09657 -0.22929
H 1.61759 1.18590 1.02595
H -0.57456 -0.63540 0.37522
H 1.25992 -0.30849 2.67737
H 0.90534 -1.76100 1.97306
H -0.76926 -0.33876 3.91091
H -1.48939 -1.08122 2.64479
O -1.98449 -3.84252 -2.01043
H -1.32308 -4.54654 -1.99276
H -2.84228 -4.17928 -2.26877
```

Output
HOMO-LUMO gap   9.6 eV
SMILES   CC(C)CNCN.O
Net charge   0
HOMO   -8.83 eV

Which of them is most stable, and which least? Most stable: #one; least stable: #two.

#one
Here is one molecule with the formula C2H4BrNO from the OMol25 dataset. Energies are from ωB97M-V/def2-TZVPD.

The geometry in XYZ format:
```
9
Properties=species:S:1:pos:R:3
H 1.00432 2.36980 0.11555
N 0.48954 1.53491 -0.02740
C 1.02890 0.39201 0.00371
Br 2.88810 -0.05985 -0.01832
O 0.31366 -0.83666 0.05594
C -1.19764 -0.83679 -0.02874
H -1.51447 -1.82882 -0.48013
H -1.44236 0.05822 -0.71723
H -1.57006 -0.79282 1.09661
```

Output
HOMO-LUMO gap   11.1 eV
SMILES   [H]/N=C(\Br)OC
Net charge   0
HOMO   -10.26 eV

#two
Here is one molecule with the formula C2H4BrNO from the OMol25 dataset. Energies are from ωB97M-V/def2-TZVPD.

The geometry in XYZ format:
```
9
Properties=species:S:1:pos:R:3
H -2.21373 -0.05953 0.85580
N -1.34709 0.41778 0.56439
C -0.73736 -0.59800 -0.04659
Br -1.41092 -2.37361 -0.27036
O 0.38016 -0.46106 -0.67128
C 1.19372 0.65268 -0.19086
H 2.15716 0.58450 -0.78310
H 1.37992 0.34050 0.78593
H 0.59814 1.49674 -0.24393
```

Output
HOMO-LUMO gap   10.9 eV
SMILES   [H]/N=C(\Br)OC
Net charge   0
HOMO   -10.16 eV

Which of them is most stable, and which least? Most stable: #two; least stable: #one.

#one
Here is one molecule with the formula H4N2 from the OMol25 dataset. Energies are from ωB97M-V/def2-TZVPD.

The geometry in XYZ format:
```
6
Properties=species:S:1:pos:R:3
N 0.68965 -0.18833 -0.13836
N -0.70755 -0.20387 0.04695
H 1.11923 0.73949 -0.30975
H 1.11342 -0.59691 0.74955
H -1.13178 -0.42468 -0.78955
H -1.08297 0.67430 0.44115
```

Output
HOMO-LUMO gap   10.8 eV
SMILES   NN
Net charge   0
HOMO   -9.49 eV

#two
Here is one molecule with the formula H4N2 from the OMol25 dataset. Energies are from ωB97M-V/def2-TZVPD.

The geometry in XYZ format:
```
6
Properties=species:S:1:pos:R:3
N -0.65943 -0.05929 0.10888
N 0.62036 -0.14799 -0.18367
H -0.96719 0.89896 -0.06962
H -1.22747 -0.76953 -0.51281
H 0.94507 -0.61039 0.69184
H 1.28867 0.68825 -0.03462
```

Output
HOMO-LUMO gap   9.5 eV
SMILES   NN
Net charge   0
HOMO   -8.12 eV

#three
Here is one molecule with the formula H4N2 from the OMol25 dataset. Energies are from ωB97M-V/def2-TZVPD.

The geometry in XYZ format:
```
6
Properties=species:S:1:pos:R:3
N -0.56794 0.29912 0.54399
N 0.25418 -0.24501 -0.58385
H 0.14052 0.33195 1.39055
H -0.40218 1.39847 0.15292
H -0.46328 -0.84286 -1.20761
H 1.03870 -0.94167 -0.29600
```

Output
HOMO-LUMO gap   10.1 eV
SMILES   NN
Net charge   0
HOMO   -8.88 eV

Which of them is most stable, and which least? Most stable: #one; least stable: #three.

#one
Here is one molecule with the formula C4H9NOS from the OMol25 dataset. Energies are from ωB97M-V/def2-TZVPD.

The geometry in XYZ format:
```
16
Properties=species:S:1:pos:R:3
N 0.32516 -0.47321 1.64598
C -0.43400 -0.44244 0.40732
C -1.08684 -1.78133 0.05744
O -0.91826 -2.85922 0.55482
C 0.42434 -0.09381 -0.80711
C 0.75494 1.39612 -0.89824
S -0.64512 2.54339 -0.91535
H 1.27640 -0.78210 1.54378
H -0.18737 -0.84149 2.41913
H -1.30742 0.18252 0.58983
H -1.71856 -1.65821 -0.85560
H -0.07463 -0.42701 -1.71533
H 1.37218 -0.62539 -0.68101
H 1.41671 1.72211 -0.08688
H 1.52493 1.43162 -1.68194
H -0.72247 2.70843 0.42316
```

Output
HOMO-LUMO gap   9.9 eV
SMILES   N[C@H](C=O)CCS
Net charge   0
HOMO   -9.09 eV

#two
Here is a 2-piece molecular cluster, C4H9NOS overall from the OMol25 dataset. Energies are from ωB97M-V/def2-TZVPD.

The geometry in XYZ format:
```
16
Properties=species:S:1:pos:R:3
O -3.03201 0.87160 0.51739
C -1.91227 1.12373 0.14010
N -0.77280 0.56057 1.07970
C -0.98862 -0.25675 -0.00068
C 0.07717 -0.18091 -0.99495
S 2.62942 0.97843 0.86453
C 1.00779 -1.35615 -0.59982
H -1.68682 2.01667 -0.44859
H -1.33700 0.38065 1.90873
H -1.63760 -1.11563 0.08618
H 0.69716 0.69355 -0.82783
H -0.33931 -0.31559 -1.99469
H 3.53290 1.27683 1.81178
H 1.57188 -0.89186 0.20909
H 1.67405 -1.50719 -1.45073
H 0.51606 -2.27796 -0.30021
```

Output
HOMO-LUMO gap   3.9 eV
Net charge   0
HOMO   -7.33 eV

Which of them is most stable, and which least? Most stable: #one; least stable: #two.

#one
Here is one molecule with the formula C4H9NOS from the OMol25 dataset. Energies are from ωB97M-V/def2-TZVPD.

The geometry in XYZ format:
```
16
Properties=species:S:1:pos:R:3
N 1.41093 0.85319 -1.41088
C 0.76833 0.57204 -0.13566
C 0.40778 1.99989 0.29350
O 1.06132 2.66566 1.09931
C -0.36378 -0.44229 -0.31833
C -0.70726 -1.67662 0.67104
S -1.36555 -0.96465 2.28976
H 2.25094 0.22794 -1.46781
H 0.95328 0.42482 -2.18433
H 1.48272 0.36928 0.68617
H -0.38385 2.26093 -0.41016
H -1.27817 0.06607 -0.57986
H -0.11711 -0.81981 -1.34374
H 0.06668 -2.39950 0.87726
H -1.52169 -2.14811 0.03629
H -2.66459 -0.98884 1.89745
```

Output
HOMO-LUMO gap   9.9 eV
SMILES   N[C@@H](C=O)CCS
Net charge   0
HOMO   -9.32 eV

#two
Here is a 2-piece molecular cluster, C4H9NOS overall from the OMol25 dataset. Energies are from ωB97M-V/def2-TZVPD.

The geometry in XYZ format:
```
16
Properties=species:S:1:pos:R:3
C -0.12687 0.57362 0.70458
C 1.03304 -0.37649 0.51463
C 0.08641 -1.34232 -0.47345
C -1.11251 -0.37908 0.04409
H -0.60847 2.49075 -0.16800
H 0.30618 1.78353 -1.20564
H -0.25442 1.06371 1.77116
H 1.31710 -0.76835 1.55363
H 3.12466 -0.96827 -0.06054
H 0.41203 -0.89734 -1.40222
H -0.05773 -2.36847 -0.34940
H -1.78562 -0.78292 0.94366
H -3.25843 -0.30859 -0.23256
N 0.17443 1.79812 -0.18097
O -1.89229 0.26219 -0.96480
S 2.64250 0.21991 -0.49415
```

Output
HOMO-LUMO gap   7.2 eV
Net charge   0
HOMO   -8.80 eV

Which of them is most stable, and which least? Most stable: #one; least stable: #two.

#one
Here is one molecule with the formula C4H9NOS from the OMol25 dataset. Energies are from ωB97M-V/def2-TZVPD.

The geometry in XYZ format:
```
16
Properties=species:S:1:pos:R:3
C -1.61050 -2.02389 0.91138
C -1.08458 -0.88251 0.07608
O -1.34440 -0.73218 -1.10378
N -0.12982 -0.12650 0.69613
C 0.26457 1.19336 0.25709
C 1.06598 1.19293 -1.06510
S 2.88903 0.93220 -0.79299
H -0.73117 -2.44383 1.39933
H -2.39785 -1.81246 1.63398
H -2.12757 -2.75179 0.27718
H 0.16571 -0.33044 1.62552
H -0.62876 1.71880 -0.11689
H 0.66871 1.81319 1.05134
H 0.86462 2.05086 -1.70395
H 0.76198 0.32432 -1.63340
H 3.37406 1.87796 -1.51195
```

Output
HOMO-LUMO gap   9.7 eV
SMILES   CC(=O)NCCS
Net charge   0
HOMO   -8.89 eV

#two
Here is one molecule with the formula C4H9NOS from the OMol25 dataset. Energies are from ωB97M-V/def2-TZVPD.

The geometry in XYZ format:
```
16
Properties=species:S:1:pos:R:3
N 0.06216 -2.18259 0.60266
C 0.46194 -0.77484 0.29236
C 0.02354 -0.71959 -1.18152
O -1.06528 -0.83132 -1.60141
C -0.27104 0.44427 0.82281
C 0.42654 1.56426 0.18461
S -0.29157 2.02674 -1.40049
H -0.80114 -2.41004 0.28439
H 0.56095 -2.64504 1.36744
H 1.62798 -0.79900 0.24664
H 0.81722 -0.65192 -1.82224
H -1.42144 0.23092 0.78096
H -0.49699 0.74986 1.76724
H 1.50093 1.61218 -0.09277
H 0.50697 2.44930 0.95055
H -1.64075 1.93680 -1.20123
```

Output
HOMO-LUMO gap   9.6 eV
SMILES   N[C@@H](C=O)CCS
Net charge   0
HOMO   -8.77 eV

Which of them is most stable, and which least? Most stable: #one; least stable: #two.

#one
Here is a 2-piece molecular cluster, C4H9NOS overall from the OMol25 dataset. Energies are from ωB97M-V/def2-TZVPD.

The geometry in XYZ format:
```
16
Properties=species:S:1:pos:R:3
C -1.06927 2.25837 0.30463
N -0.24100 1.16913 0.90156
C 0.47873 0.43811 -0.03598
C -0.13637 -0.56533 -0.88982
S -1.66347 -1.21445 -0.32533
C 1.91016 0.31055 0.31459
O 2.63675 -0.49275 -0.19001
H -1.00174 2.24791 -0.78789
H -0.74993 3.23488 0.66012
H -2.11696 2.07306 0.53790
H -0.89076 0.50019 1.31467
H 0.82797 -4.00343 0.13204
H 0.67090 -1.30630 -1.00324
H -0.31817 -0.17842 -1.90446
H 1.09175 -3.30589 -0.02191
H 2.29351 0.97576 1.09956
```

Output
HOMO-LUMO gap   5.1 eV
Net charge   0
HOMO   -8.16 eV

#two
Here is one molecule with the formula C4H9NOS from the OMol25 dataset. Energies are from ωB97M-V/def2-TZVPD.

The geometry in XYZ format:
```
16
Properties=species:S:1:pos:R:3
C -0.66186 -2.37338 1.09416
C -0.01813 -1.03065 0.78510
O 0.33634 -0.27616 1.67097
N 0.18112 -0.78307 -0.54365
C 0.53991 0.51808 -1.07034
C -0.07461 1.68127 -0.27451
S 0.01821 3.21789 -1.21165
H -0.26685 -2.71429 2.04046
H -1.72888 -2.17318 1.17605
H -0.41490 -3.07505 0.29284
H 0.34439 -1.58766 -1.12374
H 1.61506 0.61618 -1.08412
H 0.18402 0.62731 -2.08960
H 0.57334 1.73862 0.58158
H -1.09293 1.52730 0.05607
H 0.46579 4.08679 -0.29962
```

Output
HOMO-LUMO gap   9.9 eV
SMILES   CC(=O)NCCS
Net charge   0
HOMO   -9.10 eV

#three
Here is one molecule with the formula C4H9NOS from the OMol25 dataset. Energies are from ωB97M-V/def2-TZVPD.

The geometry in XYZ format:
```
16
Properties=species:S:1:pos:R:3
C -0.41497 -2.53106 1.77466
S -1.51641 -1.62577 0.64194
C -0.36640 -0.67635 -0.46030
C 0.09009 0.58144 0.31103
C 1.04652 1.43687 -0.48730
N 0.86181 2.80082 -0.59231
O 1.99281 0.95915 -1.10853
H 0.16488 -3.24030 1.21266
H -1.04510 -2.95649 2.56279
H 0.26404 -1.81442 2.19801
H 0.51142 -1.30230 -0.62194
H -0.83193 -0.42191 -1.40218
H -0.85215 1.13332 0.48693
H 0.52061 0.32567 1.29940
H 0.21903 3.25938 0.04790
H 1.60633 3.34657 -0.99205
```

Output
HOMO-LUMO gap   9.4 eV
SMILES   CSCCC(N)=O
Net charge   0
HOMO   -8.62 eV

Which of them is most stable, and which least? Most stable: #three; least stable: #one.